(1)
Formula: C28H65InN5O2
Source: the OMol25 dataset
Level of theory: ωB97M-V with the def2-TZVPD basis set

Last column: Mulliken charge in e.
Cartesian coordinates (Å):
C  2.61594  -3.60275  2.54724  -0.972
C  2.97214  -2.38729  1.47596  0.371
O  2.25280  -2.42980  0.31924  -0.628
N  3.95653  -1.26566  1.71151  0.672
C  4.74674  -0.90985  0.46498  -0.976
C  4.83400  -1.48098  2.92101  -0.855
C  5.70676  -0.13337  3.36842  -0.582
C  4.93103  0.82675  4.44653  -0.370
C  4.32236  2.12352  3.64001  -1.023
In  2.10869  2.38678  4.07590  0.977
C  0.96554  0.71682  3.05730  -0.570
C  0.41260  1.18972  1.56457  0.332
N  0.39393  -0.01032  0.64131  -0.314
N  -1.06398  1.60043  1.74150  -0.875
N  1.25349  2.26656  0.91547  -0.445
N  1.43027  4.32030  3.37625  -0.594
C  2.53204  4.81416  2.67452  0.546
O  3.27906  5.23187  1.61793  -0.604
H  1.82590  -3.12630  3.30415  0.198
H  3.54629  -3.97131  3.15576  0.347
H  2.02568  -4.48185  2.00856  0.292
H  5.91861  -0.85177  0.68426  0.357
H  4.44388  0.20911  0.18476  0.217
H  4.62971  -1.66072  -0.42410  0.284
H  4.26441  -1.81188  3.89711  0.338
H  5.66256  -2.29124  2.63504  0.266
H  6.67302  -0.56790  3.91831  0.338
H  6.08198  0.50219  2.46111  0.319
H  4.15557  0.27646  5.13018  0.256
H  5.77087  1.25607  5.17801  0.249
H  4.84792  3.15210  3.91913  0.336
H  4.41103  2.03233  2.45324  0.155
H  1.78527  2.29452  5.83861  -0.397
H  1.56967  -0.29368  2.93285  -0.114
H  0.05343  0.44828  3.77305  0.209
H  1.33465  0.00617  0.14372  0.211
H  -0.30508  0.07930  -0.12816  0.037
H  -1.42397  1.73490  0.76377  0.255
H  -1.51475  0.69189  2.06380  0.326
H  0.75807  3.16920  1.09085  0.274
H  1.28428  2.16806  -0.13887  0.249
C  -0.01071  6.36156  -1.13704  -1.387
C  -0.49357  4.97982  -1.55015  0.390
C  0.14727  4.47710  -2.84685  -0.300
C  -0.15036  5.31546  -4.09515  -0.914
C  -1.63382  5.48780  -4.43138  -0.411
C  -2.33665  4.17577  -4.74389  -0.919
H  -0.27690  7.12087  -1.87738  0.359
H  -0.46983  6.65091  -0.18561  0.394
H  1.07574  6.37198  -1.00441  0.305
H  -1.58508  4.98263  -1.63733  0.278
H  -0.25192  4.27299  -0.74745  -0.326
H  -0.17370  3.44267  -3.01738  -0.059
H  1.23493  4.43475  -2.71106  0.487
H  0.35511  4.85028  -4.95053  0.377
H  0.30117  6.30783  -3.98336  0.350
H  -1.71529  6.14186  -5.30892  0.367
H  -2.15517  6.00098  -3.61737  0.244
H  -1.85550  3.66516  -5.58320  0.283
H  -3.38037  4.36455  -5.01594  0.401
H  -2.33628  3.50247  -3.88200  0.051
C  -1.88424  0.52480  -3.06393  -0.604
C  -2.36710  -0.85693  -3.47704  -0.521
C  -1.72626  -1.35966  -4.77374  -0.807
C  -2.02389  -0.52129  -6.02204  -0.639
C  -3.50735  -0.34896  -6.35827  -0.282
C  -4.21019  -1.66099  -6.67078  -1.254
H  -2.15043  1.28411  -3.80427  -0.093
H  -2.34336  0.81415  -2.11250  0.336
H  -0.79779  0.53522  -2.93130  0.286
H  -3.45861  -0.85413  -3.56422  0.279
H  -2.12545  -1.56377  -2.67434  0.360
H  -2.04724  -2.39409  -4.94427  0.329
H  -0.63861  -1.40200  -4.63795  0.378
H  -1.51842  -0.98647  -6.87742  0.410
H  -1.57236  0.47107  -5.91025  0.231
H  -3.58882  0.30510  -7.23581  0.376
H  -4.02870  0.16422  -5.54426  0.235
H  -3.72903  -2.17160  -7.51009  0.295
H  -5.25390  -1.47221  -6.94283  0.382
H  -4.20981  -2.33429  -5.80889  0.289
C  -3.48054  -7.17670  2.93202  -1.224
C  -2.07801  -6.58957  2.96635  -0.335
C  -1.80940  -5.73540  4.20855  -0.659
C  -2.69036  -4.48925  4.35238  -0.785
C  -2.63313  -3.50643  3.18012  -0.503
C  -1.25217  -2.90699  2.96395  -0.657
H  -4.24469  -6.39587  2.88852  0.286
H  -3.60153  -7.80867  2.04562  0.378
H  -3.66650  -7.79548  3.81554  0.290
H  -1.90015  -6.00878  2.05528  0.277
H  -1.35562  -7.41434  2.95009  0.355
H  -0.75418  -5.43765  4.20669  0.255
H  -1.94353  -6.35762  5.10191  0.409
H  -2.39642  -3.96414  5.26968  0.357
H  -3.73200  -4.79516  4.50261  0.325
H  -3.33795  -2.68922  3.37990  0.380
H  -2.97506  -3.98742  2.25844  0.258
H  -0.90806  -2.38501  3.86160  0.332
H  -1.28128  -2.18392  2.14218  0.182
H  -0.51587  -3.67294  2.70440  0.026

Output
Total energy   -1720.02687 Eh
HOMO level   -4.6598 eV
Strongest force on any atom   10.34 eV/A
Lowest unoccupied orbital energy   2.39 eV
Net charge   -1



(2)
Formula: C28H65N2O6PSSi2
Source: the OMol25 dataset
Level of theory: ωB97M-V with the def2-TZVPD basis set

Last column: Mulliken charge in e.
Cartesian coordinates (Å):
C  4.19928  0.47649  1.94740  0.088
C  3.90243  1.60084  1.56478  -0.514
C  3.32365  2.96909  1.03108  -0.614
Si  1.62140  2.62424  0.24805  0.354
O  0.99553  3.91039  -0.70704  -0.148
Si  0.06331  3.33703  -2.04786  0.689
C  -0.76231  4.76033  -2.99726  -0.896
C  -2.22335  5.16130  -2.49364  -0.458
C  -2.26920  5.96522  -1.12901  -0.334
C  -3.76469  6.15646  -0.55055  -0.959
C  -4.31481  4.75940  -0.00977  0.535
C  -5.87103  4.81621  0.42175  -0.790
C  -6.37696  3.27596  0.38405  0.084
C  -6.83925  2.81208  -1.06035  -0.473
C  -7.38463  1.32062  -1.15203  -0.904
C  -6.49444  0.23169  -0.41302  -0.421
C  -5.15310  -0.01435  -1.27123  0.193
O  -0.96580  2.03693  -1.65554  -0.341
C  -1.96493  2.39902  -0.67073  0.947
C  -2.14738  1.35525  0.49820  -0.289
P  1.58880  2.47864  -3.45994  0.016
S  3.07381  3.70822  -3.79819  -0.407
H  4.29532  -0.58129  2.31493  0.309
H  4.01840  3.46373  0.28604  0.393
H  3.15182  3.59873  1.96232  0.300
H  1.54418  1.39429  -0.54003  -0.166
H  0.67634  2.45394  1.37834  -0.204
H  -0.86738  4.42583  -4.08644  0.392
H  -0.13227  5.71208  -3.00797  0.343
H  -2.68440  5.83715  -3.29263  0.498
H  -2.88478  4.23103  -2.49158  -0.011
H  -1.59714  5.55553  -0.31765  0.139
H  -1.89757  7.01849  -1.35786  0.424
H  -3.81088  6.98126  0.22378  0.330
H  -4.40440  6.48594  -1.43215  0.302
H  -4.29603  4.05468  -0.90553  -0.538
H  -3.72232  4.37423  0.87143  0.222
H  -6.02462  5.29506  1.42992  0.333
H  -6.42919  5.33082  -0.41966  0.314
H  -5.44929  2.66537  0.66486  -0.291
H  -7.13327  3.07170  1.20504  0.419
H  -6.01916  3.03975  -1.81891  0.140
H  -7.70930  3.49083  -1.35624  0.399
H  -7.40145  1.04981  -2.26140  0.320
H  -8.44703  1.20631  -0.77917  0.329
H  -6.14992  0.53051  0.62069  0.226
H  -7.03249  -0.77258  -0.41666  0.379
H  -4.59313  0.97050  -1.23888  -0.367
H  -5.37513  -0.21976  -2.36685  0.373
H  -4.48125  -0.79686  -0.80358  -0.265
H  -2.96112  2.43418  -1.22514  -0.595
H  -1.70911  3.41205  -0.21199  -0.102
H  -2.97618  1.77339  1.16894  0.167
H  -1.24111  1.25311  1.16302  0.167
H  -2.54661  0.34668  0.15084  -0.218
H  2.02025  1.24728  -2.87243  0.091
H  0.88701  2.10464  -4.66858  0.116
C  7.70893  -1.66210  -2.37090  -0.664
O  7.86953  -3.06413  -2.23250  -0.315
C  8.96604  -3.45850  -1.40876  -0.802
C  8.51187  -3.87265  -0.00733  -0.129
N  8.07010  -2.73926  0.79422  -0.315
C  7.24870  -3.07208  1.96288  -0.785
C  6.03580  -4.00593  1.80314  -0.475
O  4.91522  -3.44688  1.12854  -0.371
C  5.07918  -3.28877  -0.27060  -0.492
H  7.06637  -1.47999  -3.23331  0.228
H  7.21669  -1.22682  -1.49777  0.250
H  8.66615  -1.16059  -2.53519  0.322
H  9.74590  -2.68839  -1.37414  0.375
H  9.40347  -4.33749  -1.89214  0.385
H  9.34472  -4.37016  0.50451  0.381
H  7.71845  -4.61529  -0.14250  0.112
H  7.54822  -2.09114  0.21832  0.162
H  6.88434  -2.12274  2.36744  0.336
H  7.91071  -3.50270  2.72387  0.388
H  5.67546  -4.22702  2.81211  0.340
H  6.29917  -4.97531  1.36772  0.370
H  5.58815  -4.14102  -0.72717  0.291
H  5.61456  -2.36017  -0.46767  0.040
H  4.09436  -3.19312  -0.72947  0.368
C  0.80107  -5.40882  2.62290  -0.513
O  0.23526  -4.33241  3.35134  -0.351
C  0.46638  -3.04438  2.78187  -0.699
C  -0.75674  -2.52212  2.02412  0.216
N  -0.99276  -3.24032  0.77755  -0.349
C  -2.34051  -3.09620  0.21225  -0.643
C  -3.56909  -3.32966  1.11359  -0.299
O  -3.81636  -4.68364  1.46850  -0.483
C  -2.91654  -5.22914  2.41621  -0.459
H  0.83500  -6.27924  3.27970  0.244
H  0.18731  -5.67424  1.75845  0.259
H  1.81724  -5.18096  2.29015  0.160
H  1.36879  -3.03184  2.15865  0.218
H  0.64903  -2.37189  3.62578  0.390
H  -0.60987  -1.45787  1.80173  0.140
H  -1.60690  -2.60052  2.70998  0.126
H  -0.81026  -4.22708  0.90706  0.175
H  -2.40375  -3.79680  -0.62576  0.357
H  -2.41830  -2.08927  -0.21633  0.204
H  -4.44692  -3.02490  0.53588  0.248
H  -3.57147  -2.69288  2.00457  0.341
H  -2.67471  -4.52166  3.21312  0.267
H  -2.01450  -5.56919  1.90757  0.077
H  -3.37932  -6.10745  2.86776  0.343

Output
Total energy   -2985.20230 Eh
HOMO level   -8.3537 eV
Strongest force on any atom   2.33 eV/A
Lowest unoccupied orbital energy   0.57 eV
Net charge   0